The following is a DFT calculation (ωB97M-V/def2-TZVPD) of 9 unconnected molecules or ions with the total composition C28H66N11O8.

Its orbital gap is 6.59 eV. The charge is +1. For the energy, the calculation gives -62868.303 eV. The HOMO energy comes out at -0.3865 hartree.

Each atom is followed by the atoms it is bonded to, with distances in Å.
Geometry (Å):
1 C -0.3278 2.1726 4.0535  N2 1.512, H8 1.182, H9 1.193, H10 1.170
2 N 0.1462 1.9552 2.6337  C1 1.512, C3 1.512, C6 1.513
3 C -0.0909 3.0556 1.6237  N2 1.512, C4 1.672, H11 1.183, H12 1.194
4 C -0.1691 2.0953 0.2576  C3 1.672, N5 1.543, H13 1.172, H14 1.192
5 N 0.5004 0.7574 0.6366  C4 1.543, C6 1.543, H15 1.064
6 C 0.3415 0.5333 2.1554  N2 1.513, N5 1.543, N7 1.374
7 N 0.4196 -0.6676 2.8184  C6 1.374, H16 1.045, H17 1.064
8 H -0.5221 1.1523 4.6183  C1 1.182
9 H 0.5722 2.7088 4.6248  C1 1.193
10 H -1.2820 2.8401 4.1648  C1 1.170
11 H -0.9715 3.8258 1.7965  C3 1.183
12 H 1.0081 3.5060 1.5024  C3 1.194
13 H 0.2725 2.5904 -0.7085  C4 1.172
14 H -1.3084 1.7554 0.1763  C4 1.192
15 H 1.5094 1.0954 0.6477  N5 1.064
16 H 1.0561 -0.7898 3.6377  N7 1.045
17 H -0.0929 -1.5416 2.4937  N7 1.064
18 C 0.9861 -2.5238 -0.5841  O19 1.225, N20 1.379, H23 1.103
19 O 0.2633 -3.5117 -0.5373  C18 1.225
20 N 2.2153 -2.4608 -1.2055  C18 1.379, C21 1.448, C22 1.448
21 C 3.0120 -1.2515 -1.2167  N20 1.448, H24 1.094, H25 1.094, H26 1.093
22 C 2.7276 -3.6417 -1.8689  N20 1.448, H27 1.094, H28 1.094, H29 1.093
23 H 0.6922 -1.5720 -0.1117  C18 1.103
24 H 3.1786 -0.9473 -2.2540  C21 1.094
25 H 3.9725 -1.4561 -0.7353  C21 1.094
26 H 2.5077 -0.4420 -0.6820  C21 1.093
27 H 2.0235 -3.9451 -2.6496  C22 1.094
28 H 2.8135 -4.4515 -1.1381  C22 1.094
29 H 3.7062 -3.4412 -2.3132  C22 1.093
30 C -0.7379 5.8862 -1.7216  O31 1.225, N32 1.379, H35 1.103
31 O -0.4353 4.8569 -2.3128  C30 1.225
32 N -1.9726 6.1594 -1.1722  C30 1.379, C33 1.448, C34 1.448
33 C -2.2525 7.4040 -0.4866  N32 1.448, H36 1.094, H37 1.094, H38 1.093
34 C -3.0247 5.1706 -1.2835  N32 1.448, H39 1.094, H40 1.094, H41 1.093
35 H -0.0122 6.7040 -1.5804  C30 1.103
36 H -2.5468 7.1821 0.5432  C33 1.094
37 H -3.0717 7.9146 -1.0007  C33 1.094
38 H -1.3740 8.0549 -0.4764  C33 1.093
39 H -2.6937 4.2434 -0.8059  C34 1.094
40 H -3.2162 4.9724 -2.3425  C34 1.094
41 H -3.9407 5.5255 -0.8037  C34 1.093
42 C -3.1483 0.8912 -2.1266  O43 1.225, N44 1.379, H47 1.103
43 O -3.2962 1.9904 -1.6067  C42 1.225
44 N -2.2173 0.5836 -3.0960  C42 1.379, C45 1.448, C46 1.448
45 C -2.1050 -0.7443 -3.6628  N44 1.448, H48 1.094, H49 1.094, H50 1.093
46 C -1.3219 1.6213 -3.5635  N44 1.448, H51 1.094, H52 1.094, H53 1.093
47 H -3.7772 0.0309 -1.8440  C42 1.103
48 H -1.0985 -1.1270 -3.4707  C45 1.094
49 H -2.2752 -0.6841 -4.7414  C45 1.094
50 H -2.8380 -1.4249 -3.2211  C45 1.093
51 H -0.7432 2.0006 -2.7157  C46 1.094
52 H -1.9143 2.4413 -3.9805  C46 1.094
53 H -0.6439 1.2312 -4.3273  C46 1.093
54 C -0.3000 -2.5960 6.0394  O55 1.225, N56 1.379, H59 1.103
55 O 0.4729 -2.2428 5.1571  C54 1.225
56 N -1.4225 -3.3750 5.8546  C54 1.379, C57 1.448, C58 1.448
57 C -2.2886 -3.7510 6.9527  N56 1.448, H60 1.094, H61 1.094, H62 1.093
58 C -1.7471 -3.8328 4.5197  N56 1.448, H63 1.094, H64 1.094, H65 1.093
59 H -0.1463 -2.3031 7.0911  C54 1.103
60 H -2.3168 -4.8421 7.0234  C57 1.094
61 H -3.2947 -3.3697 6.7562  C57 1.094
62 H -1.9272 -3.3393 7.8989  C57 1.093
63 H -0.9140 -4.4293 4.1356  C58 1.094
64 H -1.8872 -2.9639 3.8697  C58 1.094
65 H -2.6586 -4.4364 4.5293  C58 1.093
66 C 4.6671 -6.1277 0.8572  O67 1.225, N68 1.379, H71 1.103
67 O 5.8429 -5.8977 0.6020  C66 1.225
68 N 4.0744 -7.3725 0.8436  C66 1.379, C69 1.448, C70 1.448
69 C 2.6736 -7.5624 1.1581  N68 1.448, H72 1.094, H73 1.094, H74 1.093
70 C 4.8776 -8.5286 0.5039  N68 1.448, H75 1.094, H76 1.094, H77 1.093
71 H 3.9677 -5.3197 1.1280  C66 1.103
72 H 2.5920 -8.2307 2.0201  C69 1.094
73 H 2.1753 -8.0134 0.2953  C69 1.094
74 H 2.1900 -6.6107 1.3949  C69 1.093
75 H 5.7046 -8.6091 1.2159  C70 1.094
76 H 5.2898 -8.3929 -0.5006  C70 1.094
77 H 4.2749 -9.4402 0.5346  C70 1.093
78 C -5.3185 -1.2148 -4.4188  O79 1.225, N80 1.379, H83 1.103
79 O -5.0158 -2.2441 -5.0100  C78 1.225
80 N -6.5531 -0.9416 -3.8694  C78 1.379, C81 1.448, C82 1.448
81 C -6.8330 0.3030 -3.1837  N80 1.448, H84 1.094, H85 1.094, H86 1.093
82 C -7.6052 -1.9304 -3.9807  N80 1.448, H87 1.094, H88 1.094, H89 1.093
83 H -4.5927 -0.3970 -4.2775  C78 1.103
84 H -7.1273 0.0811 -2.1540  C81 1.094
85 H -7.6523 0.8136 -3.6979  C81 1.094
86 H -5.9546 0.9539 -3.1736  C81 1.093
87 H -7.2743 -2.8576 -3.5031  C82 1.094
88 H -7.7967 -2.1286 -5.0397  C82 1.094
89 H -8.5213 -1.5755 -3.5009  C82 1.093
90 C 3.2289 -1.0658 6.0770  O91 1.225, N92 1.379, H95 1.103
91 O 3.2273 -0.0914 6.8195  C90 1.225
92 N 4.3198 -1.5363 5.3773  C90 1.379, C93 1.448, C94 1.448
93 C 4.2405 -2.6986 4.5170  N92 1.448, H96 1.094, H97 1.094, H98 1.093
94 C 5.5868 -0.8469 5.5060  N92 1.448, H99 1.094, H100 1.094, H101 1.093
95 H 2.3175 -1.6625 5.9076  C90 1.103
96 H 4.9424 -3.4552 4.8790  C93 1.094
97 H 4.5107 -2.4042 3.4989  C93 1.094
98 H 3.2309 -3.1183 4.5132  C93 1.093
99 H 5.8911 -0.8548 6.5570  C94 1.094
100 H 5.4615 0.1912 5.1835  C94 1.094
101 H 6.3540 -1.3319 4.8966  C94 1.093
102 C 0.5717 8.0902 -5.8877  O103 1.225, N104 1.379, H107 1.103
103 O -0.0879 8.6378 -5.0127  C102 1.225
104 N 1.4558 7.0508 -5.6903  C102 1.379, C105 1.448, C106 1.448
105 C 2.2006 6.4552 -6.7803  N104 1.448, H108 1.094, H109 1.094, H110 1.093
106 C 1.6469 6.5368 -4.3501  N104 1.448, H111 1.094, H112 1.094, H113 1.093
107 H 0.5024 8.4033 -6.9425  C102 1.103
108 H 1.9479 5.3929 -6.8425  C105 1.094
109 H 3.2701 6.5672 -6.5808  C105 1.094
110 H 1.9606 6.9375 -7.7318  C105 1.093
111 H 0.6871 6.1777 -3.9663  C106 1.094
112 H 2.0030 7.3465 -3.7058  C106 1.094
113 H 2.3729 5.7194 -4.3497  C106 1.093